A 4-piece molecular cluster, C28H50BN2O13 overall in a non-equilibrium geometry. Source: OMol25; level of theory: ωB97M-V/def2-TZVPD.

```
94
Properties=species:S:1:pos:R:3:mulliken_spin:R:1
C -6.093 3.811 3.037 0.000
C -6.540 4.074 1.614 0.000
O -7.578 4.532 1.403 0.000
O -5.674 3.735 0.618 0.000
C -5.945 2.372 0.241 0.002
C -4.797 1.769 -0.602 0.002
C -3.601 2.693 -0.771 0.007
C -2.672 2.905 0.450 0.002
C -2.899 2.057 1.702 -0.016
C -1.925 0.854 2.025 0.029
B -1.099 1.249 3.346 -0.001
N -1.734 1.219 4.697 0.000
O 0.222 1.645 3.289 0.000
C -2.753 -0.413 2.427 0.000
C -3.135 -1.392 1.293 0.015
C -4.697 -1.530 1.262 0.003
C -2.630 -2.797 1.677 0.022
N -2.730 -0.966 -0.056 0.316
O -3.062 -1.805 -0.956 0.561
C -1.346 -0.481 -0.190 -0.023
C -0.306 -1.622 -0.327 0.078
C -1.261 0.286 -1.549 0.005
C -0.878 0.453 0.959 0.006
H -6.936 3.824 3.712 0.000
H -5.345 4.558 3.289 0.000
H -5.636 2.826 3.122 0.000
H -6.911 2.249 -0.244 0.000
H -6.012 1.787 1.167 0.000
H -5.228 1.578 -1.584 0.005
H -4.577 0.801 -0.164 0.014
H -3.047 2.348 -1.638 -0.003
H -3.991 3.660 -1.077 -0.001
H -1.648 2.880 0.086 -0.001
H -2.804 3.943 0.747 0.000
H -2.808 2.748 2.548 0.000
H -3.915 1.682 1.804 0.000
H -2.622 1.711 4.654 0.000
H -1.922 0.260 4.974 0.000
H 0.710 1.076 3.903 0.000
H -3.600 -0.069 3.011 0.001
H -2.129 -0.981 3.124 -0.002
H -4.980 -2.568 1.415 -0.001
H -5.182 -0.963 2.054 -0.001
H -5.115 -1.247 0.300 0.005
H -3.082 -3.008 2.645 0.000
H -1.554 -2.824 1.827 -0.004
H -2.996 -3.545 0.980 0.005
H 0.575 -1.172 -0.795 0.002
H -0.647 -2.412 -0.995 -0.030
H 0.029 -1.995 0.642 -0.004
H -0.538 -0.152 -2.225 -0.004
H -1.005 1.334 -1.417 0.003
H -2.230 0.259 -2.041 0.004
H -0.325 1.287 0.550 0.007
H -0.116 -0.114 1.497 -0.003
C 4.720 -1.255 -4.328 0.000
C 3.939 -1.193 -3.038 0.000
C 2.450 -1.343 -3.206 0.001
O 1.949 -0.621 -2.070 0.000
C 2.855 0.360 -1.800 0.000
O 2.640 1.300 -1.104 0.000
O 4.028 0.114 -2.438 0.000
H 4.599 -2.227 -4.806 0.000
H 4.391 -0.476 -5.017 0.000
H 5.780 -1.086 -4.140 0.000
H 4.336 -1.920 -2.323 0.000
H 2.122 -2.379 -3.185 0.000
H 2.070 -0.863 -4.111 0.000
C 5.152 3.003 -0.917 0.000
C 6.503 2.699 -0.319 0.000
C 7.002 3.734 0.657 0.000
O 8.423 3.594 0.543 0.000
C 8.675 3.183 -0.731 0.000
O 9.741 3.216 -1.252 0.000
O 7.536 2.734 -1.321 0.000
H 4.382 3.032 -0.148 0.000
H 5.168 3.961 -1.442 0.000
H 4.884 2.247 -1.646 0.000
H 6.500 1.700 0.127 0.000
H 6.673 3.553 1.678 0.000
H 6.734 4.754 0.367 0.000
C 3.414 -6.408 0.085 0.000
C 3.239 -5.457 -1.073 0.000
C 1.930 -4.707 -1.070 0.001
O 1.729 -4.450 -2.466 0.000
C 2.323 -5.479 -3.141 0.000
O 2.132 -5.732 -4.284 0.000
O 3.157 -6.168 -2.319 0.000
H 3.416 -5.869 1.033 0.000
H 2.616 -7.151 0.100 0.000
H 4.354 -6.953 -0.009 0.000
H 4.090 -4.771 -1.130 0.000
H 1.971 -3.778 -0.505 0.000
H 1.092 -5.309 -0.710 0.000
```

Summary:
Total charge: 0
Multiplicity: 2
Orbital gap (alpha / beta): 8.5 / 9.5 eV
Strongest force on any atom: 4.3 eV/Å
⟨S²⟩: 0.754